(i)
Computed, not measured: a 2-piece molecular cluster, C5H10O3 overall, with ωB97M-V/def2-TZVPD.

Last column: Mulliken charge in e.
Element x y z (Å)
C -2.4354 -0.0423 -0.3585  -0.99
C -1.2759 0.9057 -0.3885  0.71
O -0.2938 0.4434 -1.4169  -0.16
O 0.4544 1.5921 -1.9072  -0.33
O -1.3227 2.0925 -0.1069  -0.60
H 0.1666 2.2676 -1.2551  0.34
H -3.1295 0.2645 0.4281  0.34
H -2.0771 -1.0506 -0.1432  0.28
H -2.9578 -0.0279 -1.3171  0.31
C 1.2657 -1.7570 0.2631  -1.01
C 1.0385 -0.3791 0.7815  0.65
C 1.9630 0.4551 1.2567  -0.94
H -0.0730 -0.0213 0.8681  -0.04
H 0.8972 -2.5120 0.9625  0.27
H 0.7506 -1.8976 -0.6904  0.26
H 2.3313 -1.9330 0.0873  0.37
H 3.0132 0.1836 1.2611  0.27
H 1.6848 1.4163 1.6754  0.29

Calculated values
frontier orbital gap: 0.3696 hartree
net charge: 0

(ii)
Computed, not measured: a single C5H10O3 molecule, with ωB97M-V/def2-TZVPD.

Last column: Mulliken charge in e.
Element x y z (Å)
C 0.0401 -1.9694 -0.2687  -0.53
C 1.0823 -1.1813 1.0180  -0.45
C -0.3222 1.8422 -1.6208  -0.80
C -0.7454 0.1116 -0.0424  0.65
C -1.4439 0.8351 0.8574  -0.86
O -1.1171 -1.2174 -0.1917  -0.41
O 0.0021 0.5644 -1.1027  -0.30
O 1.5347 0.1310 1.2238  -0.46
H 2.4832 0.2866 1.2305  0.31
H 0.6208 -1.7442 -1.1601  0.32
H -0.1835 -3.0075 -0.0411  0.39
H 1.9590 -1.8271 0.8729  0.46
H 0.5830 -1.5177 1.9300  0.23
H -0.1275 2.6132 -0.8644  0.32
H 0.3193 1.9813 -2.4872  0.25
H -1.3665 1.8996 -1.9432  0.32
H -1.1865 1.8580 1.0712  0.26
H -2.1318 0.3415 1.5184  0.29

Calculated values
frontier orbital gap: 0.3439 hartree
net charge: 0

The structure with the most favorable energy is (ii); the runner-up is 12.3 kJ/mol above it.

(i)
Computed, not measured: a single C5H10O3 molecule, with ωB97M-V/def2-TZVPD.

Last column: Mulliken charge in e.
Element x y z (Å)
C 0.6699 -1.8019 -0.5223  -0.16
C -0.2389 -0.6560 -0.0687  0.48
C 0.3026 1.6179 -0.8448  -1.30
C -0.3945 1.1051 1.5670  -1.49
C 0.4366 0.6374 0.3551  0.37
O 0.1123 -1.7324 0.7750  -0.50
O 0.3536 -2.8046 -1.3898  -0.51
O -1.5436 -0.5124 -0.3658  -0.54
H 1.7545 -1.7194 -0.3330  0.35
H -0.8972 1.7464 -1.0758  0.19
H 0.7589 1.0769 -1.6272  0.40
H 0.8387 2.5802 -0.5314  0.37
H -1.4246 1.1066 1.4367  0.35
H -0.0659 2.1024 1.8497  0.39
H -0.1926 0.4036 2.3267  0.43
H 1.4448 0.3750 0.6151  0.44
H -0.2796 -3.4753 -0.9558  0.36
H -1.6350 -0.0494 -1.2107  0.36

Calculated values
frontier orbital gap: 0.3747 hartree
net charge: 0

(ii)
Computed, not measured: a 2-piece molecular cluster, C5H10O3 overall, with ωB97M-V/def2-TZVPD.

Last column: Mulliken charge in e.
Element x y z (Å)
C -1.0809 -1.6323 0.3167  -0.79
C -0.9312 0.8677 0.7108  0.15
C -0.8940 0.7643 2.0382  -0.91
O -0.9422 -0.3404 -0.2485  -0.34
H -1.5081 1.6241 0.1997  0.33
H -1.7460 -1.6222 1.1834  0.34
H -0.0860 -1.9751 0.6152  0.33
H -1.4748 -2.2926 -0.4557  0.24
H -0.3737 -0.0374 2.5381  0.33
H -1.3432 1.5506 2.6228  0.28
C 1.0791 0.3911 -2.1465  -1.05
C 1.3020 -0.0301 -0.7257  0.88
O 1.3026 1.2011 0.1295  -0.49
O 1.8161 -1.0212 -0.2887  -0.58
H 1.8326 1.0268 0.9238  0.33
H 1.9142 1.0136 -2.4625  0.33
H 0.9500 -0.4964 -2.7624  0.31
H 0.1835 1.0085 -2.1882  0.31

Calculated values
frontier orbital gap: 0.3709 hartree
net charge: 0

The structure with the most favorable energy is (i); the runner-up is 24.3 kJ/mol above it.